#A
23
Properties=species:S:1:pos:R:3 method="wB97M-V/def2-TZVPD" total_charge=+2 multiplicity=1 lumo_energy_ha="-0.374 / -0.375" gap_ev="7.09 / 7.03"
C 1.248 0.144 0.330
C -1.076 -1.889 -0.440
C -1.893 0.412 -1.188
C 2.877 1.967 0.114
C -1.500 -0.489 -0.137
N 1.537 1.374 -0.054
N 2.191 -0.770 0.472
N -2.051 -0.415 1.284
H -0.429 -1.732 -1.390
H -0.610 -2.403 0.266
H -1.954 -2.373 -0.621
H -1.665 1.426 -0.915
H -2.853 0.106 -1.500
H -1.499 0.199 -2.092
H 2.927 3.011 0.056
H 3.363 1.844 1.010
H 3.507 1.402 -0.673
H 0.953 2.173 0.017
H 1.996 -1.768 0.369
H 3.120 -0.560 0.178
H -3.002 -0.489 1.101
H -1.913 0.574 1.571
H -1.502 -1.018 1.785



#B
23
Properties=species:S:1:pos:R:3 method="wB97M-V/def2-TZVPD" total_charge=+2 multiplicity=1 lumo_energy_ha=-0.309 gap_ev=10.47
C -2.339 0.518 0.819
C 2.687 -0.557 -0.635
C -0.287 -0.270 2.537
C 1.556 -0.462 -1.623
C 0.130 -0.556 -1.078
N -2.964 0.874 -0.255
N -0.998 0.412 0.808
N -0.076 0.628 -0.224
H -2.934 0.200 1.633
H 3.451 -1.378 -0.739
H 3.314 0.286 -0.777
H 2.186 -0.512 0.311
H 0.744 -0.261 2.193
H -0.844 -1.157 2.717
H -0.550 0.602 3.245
H 1.870 -1.219 -2.315
H 1.649 0.511 -2.155
H -0.643 -0.635 -1.779
H 0.230 -1.392 -0.415
H -4.031 1.084 -0.273
H -2.640 0.980 -1.220
H 0.849 0.765 0.125
H -0.360 1.540 -0.899



Most stable to least stable, the ends of the list are #B and #A.



#A
9
Properties=species:S:1:pos:R:3 method="wB97M-V/def2-TZVPD" total_charge=-1 multiplicity=1 lumo_energy_ha=0.165 gap_ev=7.04
O 2.123 0.059 -1.440
H 2.008 -0.879 -1.320
C -0.756 -0.029 0.932
N -0.505 0.059 -0.483
H -0.386 -0.980 1.313
H -0.286 0.776 1.537
H -1.822 0.084 1.150
H 0.466 -0.039 -0.873
H -0.842 0.950 -0.815



#B
9
Properties=species:S:1:pos:R:3 method="wB97M-V/def2-TZVPD" total_charge=-1 multiplicity=1 lumo_energy_ha=0.174 gap_ev=7.00
O 1.495 0.296 1.264
H 1.650 0.531 2.295
C -1.126 0.209 -0.187
N -0.426 -0.520 -1.320
H -0.879 1.272 -0.301
H -0.925 0.083 0.895
H -2.162 0.131 -0.415
H 0.613 -0.458 -1.174
H -0.519 -1.540 -1.054



Most stable to least stable, the ends of the list are #A and #B.